#i
{"formula": "C3H4ClF", "method": "ωB97M-V/def2-TZVPD", "homo_energy_ev": -9.69, "smiles": "FC1(Cl)CC1", "total_charge": 0, "lumo_ha": 0.0380, "orbital_gap_ev": 10.725, "symbols": ["F", "C", "Cl", "C", "C", "H", "H", "H", "H"], "coordinates": [[-0.280, 1.754, 0.002], [-0.573, 0.527, -0.029], [-2.287, 0.103, -0.016], [0.432, -0.375, 0.749], [0.371, -0.300, -0.827], [0.787, 0.426, 1.379], [0.291, -1.227, 1.370], [0.154, -1.222, -1.278], [1.106, 0.313, -1.351]]}



#ii
{"formula": "C3H4ClF", "method": "ωB97M-V/def2-TZVPD", "homo_energy_ev": -10.08, "smiles": "F/C=C/CCl", "total_charge": 0, "lumo_ha": 0.0390, "orbital_gap_ev": 11.142, "symbols": ["F", "C", "C", "C", "Cl", "H", "H", "H", "H"], "coordinates": [[1.904, -0.007, -1.884], [1.261, -0.025, -0.725], [0.233, -0.759, -0.487], [-0.292, -0.623, 0.928], [-1.522, 0.661, 1.002], [1.703, 0.693, -0.017], [-0.158, -1.510, -1.293], [-0.673, -1.488, 1.386], [0.652, -0.433, 1.557]]}



#iii
{"formula": "C3H4ClF", "method": "ωB97M-V/def2-TZVPD", "homo_energy_ev": -10.02, "smiles": "C/C=C(\\F)Cl", "total_charge": 0, "lumo_ha": 0.0190, "orbital_gap_ev": 10.537, "symbols": ["C", "C", "C", "F", "Cl", "H", "H", "H", "H"], "coordinates": [[-0.860, 0.559, 0.277], [0.525, 0.260, 0.044], [0.871, -0.788, -0.450], [-0.242, -1.550, -0.840], [2.381, -1.870, -0.193], [-1.633, -0.166, 0.217], [-0.833, 1.083, 1.284], [-1.465, 1.296, -0.648], [1.256, 1.176, 0.309]]}



We find #ii to be the most stable, with the next structure 0.0291 hartree higher.



#i
{"formula": "C3H10N2", "method": "ωB97M-V/def2-TZVPD", "homo_energy_ev": [-12.71, -12.71], "total_charge": 1, "lumo_ha": [-0.1307, -0.3106], "orbital_gap_ev": [9.155, 4.259], "multiplicity": 2, "s_squared": 0.75, "symbols": ["C", "N", "H", "H", "H", "C", "N", "C", "H", "H", "H", "H", "H", "H", "H"], "coordinates": [[-3.490, -1.474, 1.597], [-3.104, -2.446, 2.323], [-2.888, -0.583, 1.437], [-4.336, -1.564, 0.906], [-3.836, -3.150, 2.228], [1.525, 1.097, -2.053], [1.224, 0.573, -0.676], [2.187, 0.982, 0.346], [2.532, 0.848, -2.351], [0.773, 0.659, -2.700], [1.274, 2.155, -1.967], [0.876, -0.379, -0.759], [3.200, 0.620, 0.138], [1.867, 0.598, 1.306], [2.196, 2.062, 0.226]]}



#ii
{"formula": "C3H10N2", "method": "ωB97M-V/def2-TZVPD", "homo_energy_ev": [-12.59, -12.59], "total_charge": 1, "lumo_ha": [-0.1368, -0.3202], "orbital_gap_ev": [8.871, 3.880], "multiplicity": 2, "s_squared": 0.76, "symbols": ["C", "C", "H", "H", "H", "H", "N", "C", "N", "H", "H", "H", "H", "H", "H"], "coordinates": [[2.757, 0.573, -0.601], [3.105, 1.720, -1.118], [2.592, 0.185, 0.427], [2.768, -0.176, -1.280], [2.869, 2.545, -0.529], [3.983, 1.688, -1.821], [-1.884, -1.123, 1.682], [-2.353, -0.908, 0.322], [-1.350, -0.153, -0.461], [-1.056, -1.734, 1.725], [-1.879, -0.137, 2.050], [-2.426, -1.921, -0.145], [-3.222, -0.348, 0.234], [-1.667, 0.822, -0.678], [-0.374, -0.304, -0.152]]}



We find #i to be the most stable, with the next structure 0.0470 hartree higher.



#i
{"formula": "C3H3O3S", "method": "ωB97M-V/def2-TZVPD", "homo_energy_ev": -4.49, "total_charge": -1, "lumo_ha": 0.1308, "orbital_gap_ev": 8.051, "symbols": ["C", "C", "C", "O", "O", "O", "S", "H", "H", "H"], "coordinates": [[0.134, 0.722, 0.653], [-0.300, -0.405, 0.656], [0.455, 2.095, 0.569], [0.921, -2.851, -1.074], [-1.468, -3.221, -1.440], [-0.850, -1.799, 0.487], [-0.400, -2.247, -1.263], [-0.270, 2.692, -0.160], [0.282, 2.722, 1.372], [1.496, 2.292, 0.200]]}



#ii
{"formula": "C3H3O3S", "method": "ωB97M-V/def2-TZVPD", "homo_energy_ev": -4.02, "total_charge": -1, "lumo_ha": 0.1368, "orbital_gap_ev": 7.740, "symbols": ["C", "C", "C", "O", "O", "O", "S", "H", "H", "H"], "coordinates": [[0.336, 1.784, 0.765], [-1.542, -0.277, 0.033], [-0.502, 0.761, 0.098], [-2.136, -0.612, -1.035], [-2.120, -0.273, -3.980], [-2.805, 1.595, -2.638], [-1.774, 0.632, -2.897], [0.119, 1.645, 1.920], [-0.421, 0.944, -0.930], [-1.960, -0.876, 0.915]]}



We find #i to be the most stable, with the next structure 0.0532 hartree higher.



#i
{"formula": "C3H3O3S", "method": "ωB97M-V/def2-TZVPD", "homo_energy_ev": -3.30, "total_charge": -1, "lumo_ha": 0.1384, "orbital_gap_ev": 7.063, "symbols": ["C", "C", "C", "O", "O", "O", "S", "H", "H", "H"], "coordinates": [[-2.095, -0.603, 0.908], [0.337, 0.532, -1.251], [-3.081, -0.971, 0.332], [1.397, 0.978, -0.714], [3.860, 1.008, -0.092], [2.379, -0.711, 0.808], [2.946, -0.080, -0.390], [-1.214, -0.493, 1.576], [-3.922, -0.874, -0.363], [-0.607, 1.214, -0.814]]}



#ii
{"formula": "C3H3O3S", "method": "ωB97M-V/def2-TZVPD", "homo_energy_ev": [-4.06, -4.06], "total_charge": -1, "lumo_ha": [0.1242, 0.1242], "orbital_gap_ev": [7.444, 7.444], "symbols": ["C", "C", "C", "O", "O", "O", "S", "H", "H", "H"], "coordinates": [[1.087, -0.600, -0.436], [0.058, 0.190, -0.449], [-1.301, 0.266, -1.322], [-0.896, -0.012, -2.459], [-2.384, 0.488, -0.807], [-0.083, 1.409, 1.186], [0.484, 0.758, 2.540], [1.928, -0.878, 0.281], [1.313, -1.280, -1.280], [-0.207, -0.343, 2.746]]}



We find #ii to be the most stable, with the next structure 0.0596 hartree higher.